ORCA calculation (the ωB97M-V functional and the def2-TZVPD basis) on 2 unconnected molecules or ions with the total composition C3H4N2S in a non-equilibrium geometry.

XYZ file:
```
10
Properties=species:S:1:pos:R:3:forces:R:3:nbo_charge:R:1
C 1.7407 -0.0602 -0.1769 -2.99 -0.31 -0.40 0.1953
C -0.2209 -1.9960 0.6512 0.16 1.30 -0.92 -0.4294
C -0.1709 -0.7784 0.1190 3.30 1.28 0.51 -0.1021
N 2.5657 0.6834 -0.5325 -0.89 -1.07 0.64 -0.4288
N -0.7772 1.8771 -0.7713 0.93 -2.19 1.01 -0.9582
S -1.2150 0.5944 0.4051 0.50 1.43 -0.92 0.4620
H -1.0457 -2.4723 1.0954 -1.72 0.09 0.06 0.2319
H 0.5759 -2.6668 0.6948 1.74 -0.39 -0.12 0.2370
H 0.0917 2.3388 -0.4724 -0.82 -0.10 -0.07 0.3975
H -1.5442 2.4800 -1.0124 -0.21 -0.04 0.22 0.3948
```
Forces are in eV/Å.

Calculated values
2S+1: 1
HOMO energy (eV): -9.242

---

ORCA calculation (the ωB97M-V functional and the def2-TZVPD basis) on C3H4N2S in the gas phase in a non-equilibrium geometry.

XYZ file:
```
10
Properties=species:S:1:pos:R:3:forces:R:3:nbo_charge:R:1
C 1.4423 1.0659 0.3696 1.20 -2.89 -0.40 0.0834
C 1.4705 -0.4614 0.1995 0.51 -0.68 0.11 -0.1758
C 2.5103 -1.2806 0.0474 -0.60 0.79 0.93 -0.0354
N 0.2400 1.3202 -0.0023 -0.99 2.94 -0.28 -0.7425
N 0.2027 -1.1635 -0.0992 0.27 -1.55 -0.20 -0.8462
S 3.5697 -2.4141 -0.0056 0.10 0.22 -0.22 0.1739
H -0.4469 0.6449 -0.3068 -0.11 -0.35 -0.26 0.3981
H 0.0614 2.3035 -0.1505 -0.59 -0.07 0.24 0.3888
H 0.4376 -2.0526 -0.5887 -0.43 1.06 0.27 0.3819
H -0.3294 -1.4826 0.7269 0.64 0.53 -0.19 0.3739
```
Forces are in eV/Å.

Calculated values
2S+1: 1
HOMO energy (eV): -8.210

---

| no. | E_tot (a.u.) | lowest unoccupied orbital energy (eV) | Kohn-Sham gap (eV) |
| --- | --- | --- | --- |
| 1 | -624.253513 | -0.9 | 8.366 |
| 2 | -624.286058 | -0.3 | 7.945 |